1 | Here is a cluster of 2 separate species, C4H8NO3 in total from the OMol25 dataset. Energies are from ωB97M-V/def2-TZVPD.

Geometry as XYZ:
```
16
C4H8NO3 (ωB97M-V/def2-TZVPD)
O -2.778 -2.599 -0.277
O -0.196 1.696 0.395
O 1.319 1.835 2.039
N -1.774 -0.643 0.260
C -0.378 -2.438 -0.477
C 0.926 2.010 0.858
C -1.763 -1.900 -0.162
C 1.952 2.422 -0.268
H 1.864 1.502 -0.834
H -0.452 -3.524 -0.422
H 0.341 -2.130 0.277
H -0.099 -2.026 -1.447
H -2.596 -0.067 0.374
H 2.929 2.704 0.123
H -0.909 -0.121 0.408
H 1.615 3.281 -0.848
```

**Net charge**: -1
**Lowest unoccupied orbital energy**: 0.1378 hartree
**Gap between HOMO and LUMO**: 8.23 eV
**HOMO**: -4.5 eV

2 | Here is a cluster of 2 separate species, C4H8NO3 in total from the OMol25 dataset. Energies are from ωB97M-V/def2-TZVPD.

Geometry as XYZ:
```
16
C4H8NO3 (ωB97M-V/def2-TZVPD)
O -0.245 1.106 -1.312
O -1.023 0.640 -3.373
O -1.969 -0.810 2.684
N 0.280 -1.042 2.696
C 1.114 -0.223 -2.741
C -0.197 0.584 -2.453
C -0.898 -0.340 2.364
C -0.623 0.914 1.646
H 0.972 -1.126 1.949
H 0.862 -1.212 -3.156
H 1.631 -0.488 -1.818
H 0.393 1.258 1.796
H -0.622 0.655 0.559
H 0.038 -1.983 2.976
H -1.372 1.689 1.622
H 1.659 0.377 -3.440
```

**Net charge**: -1
**Lowest unoccupied orbital energy**: 0.1329 hartree
**Gap between HOMO and LUMO**: 7.93 eV
**HOMO**: -4.3 eV

Which is most stable? The ranking, best first, is 1, 2.

1 | Here is a cluster of 2 separate species, C4H8NO3 in total from the OMol25 dataset. Energies are from ωB97M-V/def2-TZVPD.

Geometry as XYZ:
```
16
C4H8NO3 (ωB97M-V/def2-TZVPD)
O -1.725 -1.524 -2.925
O -0.438 3.618 2.007
O 0.919 2.958 3.729
N -0.520 -0.716 -1.197
C -1.185 -1.720 -1.866
C 0.633 3.091 2.557
C -1.028 -3.229 -1.391
C 1.410 2.318 1.513
H -0.091 -0.943 -0.348
H -1.502 -3.805 -2.109
H 0.762 1.698 0.951
H 1.970 2.993 0.717
H 2.327 1.821 1.797
H -0.990 -3.305 -0.400
H -0.527 0.228 -1.363
H -0.015 -3.485 -1.672
```

**Net charge**: -1
**Lowest unoccupied orbital energy**: 0.1039 hartree
**Gap between HOMO and LUMO**: 6.63 eV
**HOMO**: -3.8 eV

2 | Here is the ion C4H8NO3 with charge -1 from the OMol25 dataset. Energies are from ωB97M-V/def2-TZVPD.

Geometry as XYZ:
```
16
C4H8NO3 (ωB97M-V/def2-TZVPD)
O -2.412 0.344 1.537
O 1.174 -0.358 -2.526
O -0.718 1.596 0.718
N 1.978 -0.547 0.351
C -0.424 -0.780 0.905
C 0.385 0.174 -1.449
C 0.600 -0.737 -0.196
C -1.264 0.526 1.079
H 2.603 -0.367 -0.420
H 0.162 -0.814 1.838
H 2.080 -0.517 -2.276
H 0.550 -1.758 -0.623
H 1.890 0.331 0.864
H -0.626 0.165 -1.861
H 0.599 1.214 -1.202
H -1.143 -1.590 0.896
```

**Net charge**: -1
**Lowest unoccupied orbital energy**: 0.1292 hartree
**Gap between HOMO and LUMO**: 7.64 eV
**HOMO**: -4.1 eV

Which is most stable? The ranking, best first, is 2, 1.

1 | Here is a cluster of 10 separate species, H19O10 in total from the OMol25 dataset. Energies are from ωB97M-V/def2-TZVPD.

Geometry as XYZ:
```
29
H19O10 (ωB97M-V/def2-TZVPD)
O 0.158 -0.508 0.546
O -0.405 1.093 -2.500
O 2.711 -0.734 0.139
O 0.300 -2.382 -1.433
O -2.216 -0.225 -0.425
O 0.502 -0.762 3.290
O -1.126 1.464 1.687
O 2.369 1.488 -1.641
O -1.859 2.622 -0.726
O -0.670 -3.061 1.388
H -1.653 2.011 -0.014
H -2.711 -0.560 0.336
H 1.452 -0.905 3.595
H 1.482 1.696 -1.488
H 0.451 -0.531 2.349
H 2.653 -0.419 -0.749
H -0.015 -1.847 -2.155
H 0.190 -1.806 -0.685
H -1.344 -0.427 -0.050
H 2.934 2.189 -1.333
H -1.201 3.310 -0.762
H 0.256 0.034 -0.264
H 1.763 -0.611 0.413
H -0.509 1.759 2.323
H -0.403 -3.399 0.577
H -0.730 0.679 1.270
H -0.423 -2.137 1.265
H -0.886 0.464 -3.019
H -1.060 1.518 -1.942
```

**Net charge**: -1
**Lowest unoccupied orbital energy**: 0.1119 hartree
**Gap between HOMO and LUMO**: 9.60 eV
**HOMO**: -6.6 eV

2 | Here is a cluster of 10 separate species, H19O10 in total from the OMol25 dataset. Energies are from ωB97M-V/def2-TZVPD.

Geometry as XYZ:
```
29
H19O10 (ωB97M-V/def2-TZVPD)
O 2.930 1.130 0.971
O -2.453 1.499 -0.365
O -0.177 2.441 0.935
O -0.107 -2.653 -2.058
O -2.067 -0.468 1.386
O 0.569 -0.076 0.921
O 1.260 1.197 -3.505
O -0.875 -0.051 -2.033
O 1.672 -2.471 0.248
O 0.718 -0.458 3.539
H -0.196 -1.702 -2.151
H -0.893 2.084 0.474
H -2.442 0.887 0.358
H 0.294 0.153 0.039
H 1.637 -2.834 1.033
H -1.209 -0.234 1.289
H -1.154 0.103 -2.870
H -3.408 1.414 -0.419
H -1.360 0.642 -1.633
H 1.971 0.706 1.131
H 0.908 1.949 -4.025
H 0.276 -2.970 -1.367
H 0.568 -0.462 2.623
H -0.134 -0.340 3.943
H 3.549 0.881 1.677
H -1.988 -1.379 1.178
H 1.042 -1.747 0.447
H 0.393 1.739 0.936
H 0.676 1.018 -2.703
```

**Net charge**: -1
**Lowest unoccupied orbital energy**: 0.0999 hartree
**Gap between HOMO and LUMO**: 8.72 eV
**HOMO**: -6.0 eV

Which is most stable? The ranking, best first, is 1, 2.

1 | Here is a cluster of 2 separate species, C3H13N2O in total from the OMol25 dataset. Energies are from ωB97M-V/def2-TZVPD.

Geometry as XYZ:
```
19
C3H13N2O (ωB97M-V/def2-TZVPD)
O -2.350 0.699 -2.166
N 2.450 -0.827 0.852
N -1.195 -0.351 0.123
C 0.394 1.344 0.915
C 1.212 -0.968 0.098
C 0.141 -0.148 0.800
H 0.003 -0.557 1.803
H 0.357 1.792 -0.084
H 1.385 1.483 1.340
H -1.942 0.085 0.690
H 3.047 -0.125 0.423
H 1.337 -0.628 -0.938
H -2.098 0.589 -3.091
H -0.373 1.807 1.534
H 3.000 -1.685 0.799
H -3.122 1.286 -2.195
H -1.295 0.139 -0.779
H -1.439 -1.328 -0.019
H 0.881 -2.001 0.024
```

**Net charge**: +1
**Lowest unoccupied orbital energy**: -0.1186 hartree
**Gap between HOMO and LUMO**: 10.22 eV
**HOMO**: -13.4 eV

2 | Here is a cluster of 2 separate species, C3H13N2O in total from the OMol25 dataset. Energies are from ωB97M-V/def2-TZVPD.

Geometry as XYZ:
```
19
C3H13N2O (ωB97M-V/def2-TZVPD)
O 1.745 -2.544 -0.179
N 0.776 -0.051 -1.077
N 0.263 0.896 1.560
C -1.016 1.321 1.012
C -0.681 0.299 -1.312
C -1.496 0.312 -0.041
H -1.878 1.340 1.684
H -0.695 1.266 -1.793
H 0.153 0.263 2.333
H 0.977 0.369 -0.129
H -0.910 -0.337 -2.165
H -1.224 -0.590 0.524
H 1.431 0.438 -1.675
H 2.424 -2.995 -0.695
H -0.859 2.364 0.740
H -2.559 0.214 -0.238
H 1.053 -1.040 -0.953
H 1.554 -3.120 0.572
H 0.941 1.593 1.830
```

**Net charge**: +1
**Lowest unoccupied orbital energy**: -0.1059 hartree
**Gap between HOMO and LUMO**: 10.85 eV
**HOMO**: -13.7 eV

Which is most stable? The ranking, best first, is 1, 2.

1 | Here is a cluster of 2 separate species, C3H13N2O in total from the OMol25 dataset. Energies are from ωB97M-V/def2-TZVPD.

Geometry as XYZ:
```
19
C3H13N2O (ωB97M-V/def2-TZVPD)
O -2.956 0.199 0.181
N -0.377 0.474 -1.183
N 1.857 1.019 0.452
C 0.547 -1.151 0.415
C 1.048 0.076 1.204
C 0.326 -0.847 -1.063
H -1.218 0.537 -0.656
H -0.622 0.808 -2.113
H 1.522 -0.191 2.156
H 0.167 0.565 1.638
H 0.253 1.191 -0.772
H -3.450 0.483 0.963
H 1.222 -0.725 -1.662
H -3.668 0.008 -0.448
H -0.406 -1.367 0.884
H 2.720 0.616 0.113
H 1.256 -1.974 0.465
H -0.325 -1.577 -1.535
H 2.103 1.856 0.960
```

**Net charge**: +1
**Lowest unoccupied orbital energy**: -0.1102 hartree
**Gap between HOMO and LUMO**: 10.65 eV
**HOMO**: -13.6 eV

2 | Here is a cluster of 2 separate species, C3H13N2O in total from the OMol25 dataset. Energies are from ωB97M-V/def2-TZVPD.

Geometry as XYZ:
```
19
C3H13N2O (ωB97M-V/def2-TZVPD)
O -3.335 0.074 0.721
N 0.433 -0.799 1.157
N 1.905 -0.856 -0.976
C 0.011 0.752 -0.682
C 0.189 0.677 0.829
C 1.395 0.492 -1.323
H 0.764 -0.920 2.117
H 1.234 -1.072 0.506
H -4.215 0.457 0.780
H -0.686 0.901 1.434
H 1.285 0.637 -2.394
H 1.064 1.249 1.129
H 2.891 -0.926 -1.206
H 1.447 -1.543 -1.576
H -0.320 1.730 -1.019
H 2.108 1.208 -0.918
H -3.468 -0.865 0.915
H -0.705 0.005 -1.005
H -0.380 -1.385 0.990
```

**Net charge**: +1
**Lowest unoccupied orbital energy**: -0.1112 hartree
**Gap between HOMO and LUMO**: 11.37 eV
**HOMO**: -14.4 eV

Which is most stable? The ranking, best first, is 1, 2.

1 | Here is a cluster of 2 separate species, C3H13N2O in total from the OMol25 dataset. Energies are from ωB97M-V/def2-TZVPD.

Geometry as XYZ:
```
19
C3H13N2O (ωB97M-V/def2-TZVPD)
O -0.937 -1.230 3.010
N -0.044 -1.169 -1.057
N 1.375 0.250 0.641
C -0.025 0.660 0.500
C 0.081 1.157 -1.976
C -0.509 0.273 -0.913
H -1.424 -0.669 3.611
H 2.022 0.974 0.367
H -0.697 0.313 1.286
H -0.663 -1.755 -0.494
H -0.021 1.755 0.559
H 0.918 -1.240 -0.643
H 1.077 1.566 -1.730
H -0.561 2.023 -2.154
H 1.825 -0.124 1.467
H -0.807 -2.107 3.383
H 0.165 0.665 -2.949
H -1.607 0.188 -0.898
H -0.169 -1.529 -2.010
```

**Net charge**: +1
**Lowest unoccupied orbital energy**: -0.1135 hartree
**Gap between HOMO and LUMO**: 10.81 eV
**HOMO**: -13.9 eV

2 | Here is a cluster of 2 separate species, C3H13N2O in total from the OMol25 dataset. Energies are from ωB97M-V/def2-TZVPD.

Geometry as XYZ:
```
19
C3H13N2O (ωB97M-V/def2-TZVPD)
O -1.689 -3.247 -0.337
N -0.173 1.906 1.131
N -0.354 -0.819 0.450
C 0.557 -0.519 -0.705
C 1.388 0.702 -0.427
C 0.481 1.955 -0.197
H 1.115 2.849 -0.220
H 0.337 2.478 1.802
H -1.300 -1.122 0.242
H -1.765 -3.864 0.419
H 2.083 0.723 0.417
H -2.318 -3.529 -1.039
H -0.186 2.085 -1.042
H 1.271 -1.329 -0.835
H -0.067 -0.392 -1.589
H -0.977 2.529 1.065
H -0.444 0.093 1.012
H 2.041 1.024 -1.238
H 0.000 -1.522 1.090
```

**Net charge**: +1
**Lowest unoccupied orbital energy**: -0.1068 hartree
**Gap between HOMO and LUMO**: 11.27 eV
**HOMO**: -14.2 eV

3 | Here is a cluster of 2 separate species, C3H13N2O in total from the OMol25 dataset. Energies are from ωB97M-V/def2-TZVPD.

Geometry as XYZ:
```
19
C3H13N2O (ωB97M-V/def2-TZVPD)
O 3.627 -2.918 0.481
N 0.045 2.080 -1.465
N -1.551 0.183 0.229
C -0.004 2.023 0.002
C -0.250 0.667 0.612
C -1.561 -1.525 0.247
H -2.527 -1.567 -0.262
H 4.509 -3.221 0.252
H 0.641 0.092 0.359
H -0.899 2.660 0.188
H 0.821 2.546 0.457
H 0.699 2.664 -1.946
H 3.103 -3.714 0.587
H -0.721 -1.609 -0.447
H -1.648 0.322 -0.780
H -0.567 1.526 -2.030
H -0.065 0.823 1.661
H -1.291 -1.726 1.280
H -2.362 0.696 0.576
```

**Net charge**: +1
**Lowest unoccupied orbital energy**: -0.1281 hartree
**Gap between HOMO and LUMO**: 9.22 eV
**HOMO**: -12.7 eV

Which is most stable? The ranking, best first, is 2, 1, 3.

1 | Here is a cluster of 4 separate species, C2H12N2O3 in total from the OMol25 dataset. Energies are from ωB97M-V/def2-TZVPD.

Geometry as XYZ:
```
19
C2H12N2O3 (ωB97M-V/def2-TZVPD)
O -2.498 4.568 0.528
O -0.847 -1.590 2.344
O -4.896 0.839 3.578
N 3.987 -1.681 -2.047
N 1.868 -0.800 -2.432
C 2.967 -1.196 -2.885
C 1.298 -1.011 -1.127
H 1.918 -1.506 -0.401
H 0.877 -0.021 -0.866
H -0.261 -0.975 2.811
H 4.197 -1.256 -1.160
H 4.688 -2.302 -2.422
H -5.365 0.674 2.760
H 0.244 -1.322 -1.382
H -3.375 4.777 0.866
H -0.674 -1.267 1.447
H 3.274 -1.258 -3.935
H -4.911 1.709 3.965
H -2.491 3.619 0.359
```

**Lowest unoccupied orbital energy**: 0.0137 hartree
**Gap between HOMO and LUMO**: 9.24 eV
**HOMO**: -8.9 eV

2 | Here is a cluster of 4 separate species, C2H12N2O3 in total from the OMol25 dataset. Energies are from ωB97M-V/def2-TZVPD.

Geometry as XYZ:
```
19
C2H12N2O3 (ωB97M-V/def2-TZVPD)
O 0.545 0.277 4.135
O -0.400 1.379 -2.317
O 1.232 2.417 -0.172
N -0.616 -2.187 -0.811
N -0.927 -0.042 0.228
C 0.769 -1.878 -1.202
C -1.285 -1.333 -0.165
H 0.982 -0.812 -1.307
H 0.048 0.217 0.152
H 0.972 -2.404 -2.122
H 1.026 2.107 -1.066
H 1.530 3.324 -0.287
H 0.429 0.647 3.251
H -2.325 -1.546 0.067
H 1.244 -0.362 3.946
H -1.385 0.336 1.043
H -0.843 0.798 -1.676
H 1.387 -2.334 -0.416
H -0.950 1.368 -3.105
```

**Lowest unoccupied orbital energy**: 0.0183 hartree
**Gap between HOMO and LUMO**: 9.96 eV
**HOMO**: -9.5 eV

Which is most stable? The ranking, best first, is 2, 1.

1 | Here is a cluster of 4 separate species, C2H12N2O3 in total from the OMol25 dataset. Energies are from ωB97M-V/def2-TZVPD.

Geometry as XYZ:
```
19
C2H12N2O3 (ωB97M-V/def2-TZVPD)
O 2.229 -2.468 2.138
O 1.288 1.725 3.010
O 0.973 1.712 -2.057
N -1.896 -1.392 -0.734
N -1.769 1.009 -0.550
C -0.567 -1.354 -1.348
C -2.369 -0.219 -0.582
H 1.447 1.359 -2.819
H 1.644 2.602 2.841
H 1.671 2.229 -1.627
H -2.300 1.817 -0.312
H -0.178 -2.322 -1.671
H 1.771 -2.146 2.920
H 1.822 -3.320 1.983
H 0.221 -1.010 -0.662
H 0.567 1.629 2.381
H -0.766 1.042 -0.548
H -3.373 -0.164 -0.132
H -0.414 -0.729 -2.231
```

**Lowest unoccupied orbital energy**: 0.0092 hartree
**Gap between HOMO and LUMO**: 9.00 eV
**HOMO**: -8.8 eV

2 | Here is a cluster of 4 separate species, C2H12N2O3 in total from the OMol25 dataset. Energies are from ωB97M-V/def2-TZVPD.

Geometry as XYZ:
```
19
C2H12N2O3 (ωB97M-V/def2-TZVPD)
O -2.054 1.523 0.650
O -0.825 3.496 3.212
O -0.120 -2.416 1.756
N 0.878 -0.291 -1.746
N -1.457 -0.542 -1.782
C 2.134 -0.978 -1.548
C -0.297 -0.995 -1.543
H 0.770 0.380 -2.470
H 2.459 -1.684 -2.325
H -1.607 0.727 0.296
H -0.363 3.596 2.383
H -0.120 -2.022 -1.234
H -1.723 3.571 2.950
H 2.160 -1.572 -0.637
H 2.910 -0.215 -1.467
H -1.795 1.464 1.587
H -1.564 0.389 -2.175
H -0.122 -1.618 2.290
H 0.734 -2.811 1.803
```

**Lowest unoccupied orbital energy**: 0.0163 hartree
**Gap between HOMO and LUMO**: 9.67 eV
**HOMO**: -9.2 eV

Which is most stable? The ranking, best first, is 2, 1.

1 | Here is a cluster of 12 separate species, H24O12 in total from the OMol25 dataset. Energies are from ωB97M-V/def2-TZVPD.

Geometry as XYZ:
```
36
H24O12 (ωB97M-V/def2-TZVPD)
O 1.917 -1.205 -1.717
O 2.810 -2.503 0.839
O -3.149 1.296 0.380
O 2.248 1.696 -1.646
O -3.049 -1.684 -1.159
O -0.046 0.224 0.356
O -1.326 0.068 -2.494
O 2.810 1.134 1.525
O 0.666 -1.892 3.414
O -1.107 3.233 0.699
O -1.527 -2.167 1.168
O -0.368 2.680 -1.959
H 2.916 2.129 -1.098
H 1.854 0.984 1.455
H -2.476 -1.023 -1.599
H -1.269 0.914 -2.963
H -0.615 2.858 -1.030
H -0.517 -0.619 0.459
H -2.526 -2.014 -0.410
H -1.215 -0.607 -3.179
H -1.769 -1.948 2.078
H -2.189 1.458 0.423
H 0.543 2.337 -1.837
H 2.940 1.511 2.402
H -1.372 -3.123 1.172
H -0.107 -2.072 3.963
H -3.473 1.435 1.277
H 2.309 0.762 -1.409
H -0.387 2.903 1.256
H 2.523 -1.674 0.429
H 2.108 -1.097 -2.659
H 1.210 -1.863 -1.687
H 0.392 0.152 -0.507
H 2.595 -3.182 0.191
H -1.877 3.269 1.279
H 0.521 -2.369 2.589
```

**Lowest unoccupied orbital energy**: -0.0135 hartree
**Gap between HOMO and LUMO**: 9.80 eV
**HOMO**: -10.2 eV

2 | Here is a cluster of 12 separate species, H24O12 in total from the OMol25 dataset. Energies are from ωB97M-V/def2-TZVPD.

Geometry as XYZ:
```
36
H24O12 (ωB97M-V/def2-TZVPD)
O 3.186 -0.217 -0.827
O 0.752 -3.445 -0.643
O -0.325 -0.375 -0.085
O 3.440 1.061 2.092
O 1.301 1.626 0.441
O -2.488 0.071 1.744
O -0.869 3.764 -0.841
O -2.177 1.234 -1.500
O -2.561 -2.066 -1.747
O 0.667 -2.205 1.984
O -0.632 -1.050 -3.373
O 0.452 0.430 3.066
H -2.939 0.723 -1.237
H 1.435 1.676 -0.490
H 0.421 1.151 2.431
H 2.629 1.057 1.551
H -0.403 0.425 3.544
H 1.636 -3.485 -0.271
H 0.291 -2.905 0.012
H 0.246 -1.261 -3.037
H 1.557 -2.380 1.736
H 0.305 0.336 0.148
H 4.006 1.672 1.604
H -1.239 2.987 -1.270
H -1.896 -0.279 1.076
H -1.303 -1.206 -2.665
H -2.488 -2.325 -0.844
H 0.651 -1.301 2.175
H 4.020 0.282 -0.893
H 2.541 0.483 -0.869
H -0.959 0.133 -0.594
H -1.223 3.791 0.041
H 0.685 2.329 0.690
H -2.156 1.066 -2.463
H -3.129 0.626 1.357
H -3.418 -2.417 -2.030
```

**Lowest unoccupied orbital energy**: -0.0155 hartree
**Gap between HOMO and LUMO**: 10.16 eV
**HOMO**: -10.6 eV

Which is most stable? The ranking, best first, is 1, 2.